[1]
C48H118N10O4 | wB97M-V/def2-TZVPD

```
180
Properties=species:S:1:pos:R:3:forces:R:3:lowdin_charge:R:1
C 8.160060 -6.825614 -2.955955 -2.1 1.9 -1.2 -0.047
C 6.638504 -6.470292 -3.415894 -0.9 -0.1 1.0 -0.227
N 5.701892 -7.605490 -3.536504 0.2 -0.9 -0.6 -0.198
C 6.194189 -8.518553 -4.566759 0.3 -0.3 0.1 -0.283
C 6.307980 -7.995558 -5.977376 -0.6 0.5 -0.9 -0.099
C 4.236538 -7.287714 -3.666895 0.8 -1.0 1.1 -0.223
C 3.337909 -8.564917 -3.623648 0.9 0.3 -0.2 -0.093
H 8.696584 -7.277440 -3.790279 -0.1 -0.8 0.5 0.055
H 8.198376 -7.256289 -1.955385 0.0 -0.5 -0.5 0.069
H 8.684439 -5.871810 -2.897749 -0.2 0.3 0.3 0.055
H 6.082209 -5.826103 -2.734980 0.7 0.1 0.9 0.097
H 6.505143 -5.842367 -4.296820 1.1 0.0 -0.7 0.092
H 7.210301 -8.832709 -4.328191 -0.1 -0.2 0.6 0.096
H 5.564044 -9.407742 -4.586049 0.1 -0.1 0.1 0.099
H 5.312209 -7.827104 -6.387438 -0.1 0.0 -0.3 0.066
H 6.832973 -7.048272 -6.100403 0.1 0.0 0.3 0.063
H 6.833693 -8.699609 -6.622381 -0.1 -0.2 0.0 0.074
H 3.981196 -6.681369 -4.535949 0.1 0.2 -0.2 0.103
H 3.994007 -6.758819 -2.745187 0.0 0.5 -0.2 0.104
H 3.428835 -9.129994 -4.551291 -0.3 0.0 -0.1 0.056
H 2.292002 -8.322431 -3.435467 0.1 0.2 -0.2 0.066
H 3.649462 -9.237966 -2.824877 0.2 0.1 0.1 0.074
C 4.862578 -4.753610 4.848124 -1.0 0.5 -0.4 -0.100
C 3.911108 -5.919631 4.449154 1.6 0.2 1.6 -0.217
N 3.476199 -6.581255 5.703023 1.2 2.4 1.1 -0.210
C 4.548127 -7.012293 6.672355 -0.6 0.3 0.4 -0.213
C 4.505694 -6.398444 8.162854 -0.3 -0.7 -1.9 -0.064
C 2.419468 -7.518397 5.671908 -0.3 -1.7 -1.6 -0.296
C 1.078750 -7.166240 4.943408 1.3 0.5 1.5 -0.071
H 4.276473 -4.160741 5.550323 0.2 0.1 0.3 0.073
H 5.026216 -4.077843 4.008681 0.1 -0.2 -0.3 0.063
H 5.839323 -4.976620 5.277468 -0.2 -0.4 0.0 0.059
H 3.115244 -5.439530 3.879761 -0.4 -0.5 0.3 0.109
H 4.472201 -6.598777 3.807253 -0.1 -0.4 -0.4 0.105
H 4.523837 -8.101824 6.651482 -0.1 -0.3 0.5 0.093
H 5.579257 -6.793956 6.394510 -0.3 0.2 -0.8 0.090
H 5.057723 -7.043457 8.846464 0.2 0.0 -0.1 0.058
H 5.007124 -5.436684 8.054791 -0.2 0.1 0.5 0.054
H 3.495589 -6.285823 8.556699 0.0 0.1 -0.2 0.059
H 2.288722 -7.952338 6.663229 -0.5 0.6 0.2 0.111
H 2.826530 -8.377905 5.139341 -0.1 -0.9 -0.5 0.100
H 1.160880 -7.097131 3.858708 0.1 -0.2 0.1 0.063
H 0.795491 -6.190302 5.337631 -0.5 0.1 -0.1 0.068
H 0.362616 -7.921000 5.268324 -0.2 0.1 -0.3 0.065
C -1.550661 2.699005 6.172042 -1.3 -0.2 1.1 -0.080
C -1.691878 4.023750 6.991402 1.1 0.7 -1.5 -0.267
N -3.043853 4.398778 7.303909 -1.0 -0.9 -0.4 -0.204
C -3.300208 5.752356 7.808121 0.6 0.5 -1.2 -0.217
C -2.555111 6.860733 6.938984 -0.4 -0.7 0.1 -0.086
C -3.711865 3.255998 7.975604 -1.3 1.2 -0.4 -0.234
C -5.238419 3.459539 8.113362 0.5 0.6 -0.3 -0.094
H -2.456537 2.502478 5.598581 -0.3 0.4 -0.1 0.067
H -1.582327 1.901936 6.914864 0.7 -0.4 -0.3 0.060
H -0.775338 2.573591 5.416247 0.5 0.4 0.7 0.069
H -1.073883 4.071854 7.887986 0.4 -0.7 0.4 0.112
H -1.242896 4.791719 6.361533 -0.2 0.3 0.0 0.091
H -4.383179 5.866989 7.854257 0.0 0.3 -0.6 0.091
H -3.014415 6.004947 8.829218 0.6 -0.6 0.6 0.101
H -3.004034 7.850136 7.026411 -0.1 -0.1 0.4 0.061
H -1.500398 6.921187 7.207346 -0.1 0.1 0.4 0.059
H -2.508116 6.688843 5.863655 -0.5 -0.5 -0.1 0.063
H -3.297665 3.180569 8.981019 0.2 -0.6 0.3 0.115
H -3.593220 2.356628 7.371322 0.5 0.1 0.3 0.092
H -5.346946 4.282790 8.819471 -0.7 -0.3 0.3 0.057
H -5.800561 2.558957 8.360417 0.4 0.0 0.7 0.068
H -5.722410 3.770650 7.187585 0.4 0.2 -0.3 0.073
C -1.885795 8.747794 -1.199652 0.2 0.8 -0.8 -0.108
C -2.319581 9.711548 -0.135326 0.1 0.7 0.6 -0.254
N -1.360944 10.891334 0.077866 -3.5 -1.2 -0.4 -0.166
C -0.187120 10.448369 0.708511 2.8 -0.5 -0.4 -0.309
C 0.971127 11.496171 0.727554 -0.5 -0.8 -0.1 -0.065
C -2.046021 11.928878 0.867878 1.9 0.9 0.2 -0.258
C -2.347208 11.588712 2.319200 -0.5 0.2 0.2 -0.091
H -2.682162 8.185650 -1.687423 -0.2 -0.1 0.5 0.074
H -1.192122 8.071564 -0.700029 0.4 -0.1 -0.9 0.069
H -1.503923 9.403040 -1.982537 0.8 -0.6 -0.3 0.080
H -3.304964 10.142509 -0.312549 0.0 0.0 -0.1 0.114
H -2.373332 9.032067 0.715277 -0.3 0.6 1.0 0.099
H 0.179938 9.593537 0.140491 0.2 0.0 -0.4 0.103
H -0.271943 9.979004 1.688616 -0.5 0.4 0.7 0.111
H 0.638274 12.400675 1.236669 0.4 0.0 0.1 0.056
H 1.336079 11.751525 -0.267286 -0.5 0.1 -0.2 0.071
H 1.844893 11.042227 1.195089 -0.1 0.2 0.5 0.068
H -1.267374 12.691598 0.877299 -0.3 0.6 0.1 0.088
H -2.896674 12.411333 0.386516 -0.1 -0.6 -0.4 0.114
H -2.702905 10.559170 2.359399 -0.2 0.1 0.5 0.066
H -1.547934 11.763357 3.039459 0.5 -0.5 -0.4 0.070
H -3.080718 12.296589 2.705170 -0.6 -0.3 -0.2 0.070
C -10.424876 -7.808473 -1.571529 0.2 0.4 0.4 -0.097
C -9.538749 -8.553286 -0.557703 -0.5 -0.5 0.5 -0.221
N -9.594865 -8.184857 0.910258 2.0 0.0 -2.6 -0.201
C -9.085586 -6.814940 1.079364 -0.5 -1.1 1.1 -0.253
C -7.569165 -6.693079 1.173675 0.8 1.3 -0.6 -0.087
C -10.876112 -8.407780 1.483734 0.8 -0.5 0.8 -0.292
C -11.170205 -9.888985 1.581639 -1.6 -0.4 -0.7 -0.096
H -10.334157 -8.246798 -2.565380 0.5 0.0 0.0 0.071
H -10.000016 -6.804708 -1.579617 -0.7 0.3 -0.5 0.058
H -11.503570 -7.813822 -1.415118 0.0 0.2 0.5 0.064
H -9.773562 -9.612099 -0.666663 0.3 -0.1 0.3 0.096
H -8.533420 -8.377470 -0.940454 0.2 -0.3 0.4 0.105
H -9.579355 -6.172195 0.350550 0.5 0.5 -0.3 0.103
H -9.502666 -6.482624 2.030017 0.1 0.1 0.2 0.106
H -7.335289 -5.686234 1.519597 -0.2 0.3 0.1 0.064
H -6.962217 -7.295428 1.849630 -0.9 -0.7 0.1 0.074
H -7.025286 -6.694145 0.229066 -0.3 -0.4 -0.4 0.062
H -11.577788 -7.786723 0.926910 -1.0 -0.2 0.5 0.114
H -10.749097 -8.143146 2.533475 -0.5 0.8 0.0 0.115
H -10.327907 -10.494994 1.915366 0.0 0.3 0.0 0.085
H -11.590089 -10.299142 0.663175 0.5 -0.1 -0.4 0.062
H -12.032960 -10.056157 2.226455 0.2 0.1 0.6 0.067
C 8.692183 4.886981 -0.146937 -1.1 -0.3 0.0 -0.082
C 7.929551 4.149331 0.992521 1.3 0.7 -0.1 -0.279
N 8.199114 2.748260 1.131332 0.2 -0.8 0.8 -0.185
C 8.090507 2.021485 -0.160515 0.6 -0.5 1.5 -0.253
C 8.627992 0.611447 0.019784 -0.5 -0.7 0.1 -0.103
C 7.334178 2.236555 2.286158 -0.2 -1.3 -1.3 -0.209
C 5.806888 2.318434 2.089923 -0.2 0.6 0.2 -0.108
H 8.259928 4.545977 -1.087672 0.3 0.4 -0.3 0.058
H 9.778026 4.801897 -0.189434 0.0 -0.7 0.4 0.074
H 8.554112 5.961617 -0.027789 -0.5 0.0 -0.1 0.064
H 8.326787 4.632013 1.885459 -0.6 0.0 0.5 0.111
H 6.841183 4.172890 0.937706 -0.2 1.4 -0.4 0.097
H 7.067425 2.021238 -0.536547 -0.2 -0.1 -0.3 0.107
H 8.748883 2.401604 -0.941639 -0.2 1.0 0.4 0.103
H 9.401804 0.511594 0.780932 0.1 0.5 0.0 0.077
H 7.832088 -0.058718 0.344621 0.0 -0.3 -0.2 0.064
H 9.057868 0.282508 -0.926313 -0.2 -0.4 0.0 0.068
H 7.562162 2.667271 3.261153 0.5 0.6 -0.4 0.108
H 7.513700 1.171769 2.434855 0.5 -0.1 -0.3 0.093
H 5.491064 2.005400 1.094751 0.0 0.3 -0.1 0.067
H 5.444795 3.312443 2.352443 -0.1 0.2 -0.6 0.060
H 5.207529 1.706143 2.763697 0.5 -0.5 0.3 0.069
C -0.091429 0.880163 -1.014440 0.3 -0.5 -1.0 -0.064
N -0.562713 -0.434595 -1.535091 0.1 1.5 0.0 0.005
C -0.314221 -1.619584 -0.920559 -1.2 -1.2 -0.3 -0.584
C -1.000050 -2.887058 -1.476126 0.6 1.7 -0.1 0.001
O 0.301834 -1.724139 0.101707 1.3 0.6 1.4 0.052
H 0.982538 0.991259 -1.163967 0.2 -0.4 0.5 0.076
H -0.355145 1.103008 0.019432 -0.1 -0.3 -0.1 0.082
H -0.459827 1.657411 -1.683966 -0.6 -0.1 0.2 0.074
H -1.116554 -0.358905 -2.376298 0.1 -0.5 0.3 0.126
H -1.980523 -2.872922 -1.000144 -0.2 -0.2 -0.5 0.083
H -0.465242 -3.779245 -1.150417 0.1 0.3 -0.2 0.080
H -0.994151 -2.724693 -2.553948 -0.6 -0.8 -0.1 0.069
C -8.976428 0.565523 -5.287510 0.5 0.1 0.7 -0.067
N -7.918015 -0.295848 -4.782818 -1.1 0.5 -0.3 0.001
C -7.135983 -1.185948 -5.400102 3.5 -1.6 1.5 -0.526
C -7.253784 -1.612833 -6.844075 -0.7 0.6 -0.1 -0.002
O -6.193648 -1.681908 -4.722435 -1.6 0.6 -1.2 -0.027
H -8.852915 0.776360 -6.349771 -0.2 0.0 0.2 0.080
H -8.832962 1.468262 -4.693720 -0.3 0.4 -0.5 0.083
H -9.968042 0.198040 -5.023381 -0.1 -0.2 -0.4 0.080
H -7.715453 -0.142279 -3.805329 0.4 -0.4 -0.2 0.141
H -6.312127 -1.979079 -7.253028 0.0 0.1 0.5 0.085
H -7.584994 -0.782286 -7.467460 -0.2 -0.1 -0.1 0.064
H -7.987776 -2.416234 -6.906409 -0.1 0.0 -0.1 0.087
C 4.462126 6.133756 -3.919392 0.9 -0.4 1.3 -0.078
N 3.914690 4.875979 -4.381604 -0.3 -0.2 -0.9 -0.007
C 4.705680 3.900850 -4.921717 3.2 -0.1 -0.3 -0.504
C 3.976910 2.684492 -5.451071 -0.1 0.0 0.4 -0.014
O 5.981831 3.926234 -4.967662 -3.8 0.6 0.4 -0.017
H 4.876223 5.892474 -2.940416 0.8 0.2 0.0 0.081
H 3.805701 6.955646 -3.633533 -0.7 -0.4 -0.9 0.083
H 5.247261 6.468500 -4.597338 -0.1 0.0 0.2 0.088
H 2.916079 4.730099 -4.421566 0.2 0.1 0.0 0.131
H 4.531137 2.203340 -6.256947 0.0 0.3 0.0 0.084
H 2.953604 2.908750 -5.752132 0.0 -0.1 -0.1 0.070
H 3.949433 1.969772 -4.628561 -0.1 -0.1 0.0 0.084
C 0.316853 6.018596 -9.021808 -1.8 -1.3 -0.5 -0.024
N -1.149180 5.556874 -9.017793 2.0 0.8 -0.5 0.007
C -1.767144 5.149277 -7.901912 -0.6 -0.8 0.6 -0.536
C -3.171308 4.450700 -8.129617 0.2 -0.1 1.0 -0.008
O -1.240053 5.260933 -6.791644 -1.1 -0.2 -1.1 0.012
H 0.860736 5.610966 -8.169687 -0.4 0.3 0.2 0.073
H 0.376290 7.103680 -9.106366 0.1 -0.2 0.1 0.077
H 0.708048 5.497700 -9.895732 0.3 0.5 -0.1 0.073
H -1.518654 5.309277 -9.924591 -0.1 0.1 0.3 0.123
H -3.106959 3.364762 -8.060973 0.7 -0.1 0.3 0.070
H -3.792319 4.553914 -9.019436 0.6 0.9 -0.4 0.063
H -3.807571 4.721782 -7.287127 0.1 0.2 0.0 0.069
```
Positions in Å, forces in eV/Å.

## Properties
* net charge: 0
* energy relative to the best compared isomer or geometry (same formula, charge and spin): 5.2407 eV
* E: -2747.91305 Ha
* structure (SMILES): CCN(CC)CC.CCN(CC)CC.CCN(CC)CC.CCN(CC)CC.CCN(CC)CC.CCN(CC)CC.CNC(C)=O.CNC(C)=O.CNC(C)=O.CNC(C)=O
* Kohn-Sham gap: 7.859 eV

[2]
C20H36NO5PS2 | wB97M-V/def2-TZVPD

```
65
Properties=species:S:1:pos:R:3:forces:R:3:lowdin_charge:R:1
C 5.796845 -1.114657 -0.513139 -1.3 0.0 -0.2 -0.080
C 4.660732 -0.565962 0.428597 2.3 -0.2 -0.6 -0.268
N 4.295529 0.767768 -0.087011 -0.9 -0.2 0.7 -0.235
C 5.175299 1.843081 0.420100 0.0 1.5 0.0 -0.227
C 4.960016 2.241140 1.905852 -0.2 0.3 0.1 -0.099
C 2.932596 1.084733 0.108259 -0.6 -0.1 0.1 -1.030
S 2.050125 0.535199 1.388394 0.1 -0.1 -0.7 0.722
S 2.268093 2.182039 -1.156905 0.5 -0.1 -0.2 0.901
C 0.492169 1.825833 -1.369759 -0.7 -0.2 0.6 -0.486
C -0.426454 2.343533 -0.233258 -0.4 0.4 -0.1 -0.271
C -1.930259 1.993020 -0.407423 0.2 0.0 0.4 -0.134
C -2.311028 0.575680 0.015621 -0.9 0.5 0.0 -0.125
C -1.506595 -0.477134 0.090085 0.1 -0.4 0.4 0.061
C -2.012214 -1.859247 0.483537 -0.6 2.0 0.3 -0.357
O -1.426444 -2.813185 0.093494 0.7 -1.7 -0.2 0.137
C -3.274302 -1.919183 1.327474 0.9 -0.1 -0.3 0.018
C -4.079841 -0.869696 1.271910 -0.6 1.2 0.7 -0.219
P -5.609721 -0.995514 2.322339 -0.8 -2.2 -1.3 0.760
O -6.239674 -2.317591 2.013767 0.1 0.2 0.2 -0.461
C -3.776957 0.347674 0.393964 1.5 -1.3 0.5 -0.340
O -4.656230 1.065019 0.035905 -1.0 1.0 -0.3 0.120
H 6.135159 -2.099531 -0.150668 0.2 0.5 0.0 0.072
H 6.611299 -0.388643 -0.653078 -0.2 -0.5 0.2 0.061
H 5.302691 -1.290115 -1.489964 0.5 0.1 0.3 0.074
H 3.851947 -1.302771 0.381425 0.0 0.6 0.3 0.096
H 5.121269 -0.470663 1.430290 -0.8 -0.3 -0.1 0.106
H 6.244027 1.637822 0.243795 -0.6 -0.4 -0.1 0.115
H 4.938535 2.746370 -0.181891 0.3 -0.5 0.2 0.100
H 5.733108 2.955643 2.250003 -0.2 -0.4 -0.4 0.079
H 4.002446 2.786323 2.011362 0.4 -0.4 0.0 0.063
H 4.951891 1.395860 2.613399 0.0 0.2 -0.4 0.065
H 0.186908 2.363557 -2.289997 0.5 -0.2 0.4 0.084
H 0.353359 0.756055 -1.608694 0.2 0.4 0.3 0.073
H -0.119034 2.048304 0.780651 0.1 -0.1 -0.6 0.061
H -0.358645 3.451114 -0.259787 0.0 -0.5 0.0 0.112
H -2.264336 2.207197 -1.439892 0.0 -0.2 0.4 0.132
H -2.493422 2.674206 0.261526 0.1 -0.3 -0.5 0.125
H -0.438357 -0.392705 -0.131707 -0.4 -0.3 0.0 0.090
H -3.472104 -2.803015 1.945639 0.1 0.2 -0.4 0.130
H -5.261763 -1.017684 3.695940 0.2 0.9 -0.3 0.026
H -6.542379 0.015957 1.996985 0.8 0.5 0.4 0.025
C 5.551713 5.650915 -4.337178 0.2 0.1 0.1 -0.066
C 5.439138 4.351653 -3.554397 -0.6 0.2 -0.4 -0.498
C 4.749074 3.270637 -4.372234 0.1 -0.3 0.1 -0.065
O 4.707441 4.579291 -2.350861 0.3 -0.1 0.3 -0.079
H 4.560400 6.032154 -4.599317 0.0 -0.1 -0.1 0.081
H 6.039658 6.419463 -3.735272 0.0 -0.1 0.0 0.079
H 6.124541 5.511051 -5.255848 0.0 0.0 0.0 0.080
H 6.434735 4.011797 -3.263033 -0.1 0.0 0.2 0.138
H 3.731357 3.574356 -4.635159 0.1 0.1 -0.1 0.081
H 4.666825 2.347813 -3.794913 0.0 0.0 0.0 0.072
H 5.297803 3.059726 -5.292255 0.0 0.0 0.0 0.080
H 3.823569 4.879992 -2.592600 0.1 -0.1 0.0 0.079
C -6.343168 -6.392334 3.168433 0.1 -0.1 0.2 -0.067
C -7.805357 -6.071121 2.895563 0.4 0.4 -0.4 -0.504
C -8.160789 -6.316415 1.436575 -0.2 -0.1 -0.1 -0.067
O -8.065450 -4.712318 3.228654 -0.2 -0.1 0.2 -0.064
H -5.689193 -5.753984 2.567542 -0.1 0.0 -0.1 0.077
H -6.099272 -6.203396 4.215515 -0.1 0.0 0.0 0.077
H -6.117046 -7.436310 2.939974 0.0 0.0 0.0 0.076
H -8.441839 -6.685058 3.536542 0.0 0.1 0.1 0.135
H -7.564346 -5.676042 0.780759 0.1 0.0 0.1 0.081
H -9.208731 -6.073490 1.252501 0.0 0.0 0.1 0.077
H -7.989188 -7.358220 1.156477 0.0 0.0 0.0 0.076
H -7.506163 -4.155991 2.667395 0.0 0.1 0.1 0.045
```
Positions in Å, forces in eV/Å.

## Properties
* net charge: 0
* energy relative to the best compared isomer or geometry (same formula, charge and spin): 1.2518 eV
* E: -2352.26782 Ha
* structure (SMILES): CCN(CC)C(=S)SCCCC1=CC(=O)C=C([PH2]=O)C1=O.CC(C)O.CC(C)O
* Kohn-Sham gap: 7.275 eV

Number 1: highest occupied orbital energy -7.65 eV, LUMO level 0.21 eV. Number 2: highest occupied orbital energy -8.66 eV, LUMO level -1.38 eV.